1.
DFT (the ωB97M-V functional and the def2-TZVPD basis) results for one molecule with the formula C4H6O2 at a distorted geometry.

Geometry as XYZ:
```
12
Properties=species:S:1:pos:R:3:forces:R:3:nbo_charge:R:1
O -0.496126 1.005188 -1.704744 0.338 0.077 0.480 -0.5496
C 0.000791 1.433161 -0.682167 -0.159 -0.096 -0.455 0.3956
C 0.685819 0.744893 0.438478 -0.238 0.798 0.986 -0.2565
C -0.057637 -0.155627 1.100678 0.647 0.053 -0.085 -0.1723
C -0.508055 -1.234027 0.166971 0.491 -0.028 -0.591 -0.1439
O 0.616716 -1.275617 -0.782804 -1.088 -1.525 -0.204 -0.7412
H -0.201472 2.472238 -0.352939 0.237 0.140 -0.383 0.1365
H 1.602194 1.166007 0.816767 -0.348 0.947 0.593 0.2236
H 0.021318 -0.276471 2.175372 0.214 -0.364 -0.131 0.2119
H -0.638147 -2.170006 0.739165 0.353 0.244 -0.561 0.2045
H -1.394063 -1.080903 -0.443974 -0.383 0.221 0.248 0.2076
H 0.368657 -0.628839 -1.470804 -0.062 -0.469 0.103 0.4839
```
Forces are in eV/Å.

## Properties
energy relative to the best compared isomer or geometry (same formula, charge and spin) = 311.91 kJ/mol
multiplicity = 1

***

2.
DFT (the ωB97M-V functional and the def2-TZVPD basis) results for one molecule with the formula C4H6O2.

Geometry as XYZ:
```
12
Properties=species:S:1:pos:R:3:forces:R:3:nbo_charge:R:1
O -1.986463 1.666118 0.052672 0.360 -0.387 -0.078 -0.5085
C -1.097598 0.862611 -0.015755 -0.329 0.313 0.068 0.6180
C -0.999458 -0.638318 0.247234 -0.091 -0.077 0.015 -0.5467
C 0.467898 -0.583623 -0.228778 -0.182 0.024 -0.250 0.1001
O 1.334492 -1.052365 0.775043 0.271 0.076 0.003 -0.7075
C 0.378660 0.962075 -0.397138 0.035 0.104 -0.013 -0.5633
H -1.074618 -0.879732 1.312635 0.000 0.026 -0.124 0.2530
H -1.685806 -1.271729 -0.321477 0.066 0.122 0.089 0.2388
H 0.626437 -1.112056 -1.179190 0.028 0.107 0.176 0.1654
H 2.237984 -0.808225 0.539542 -0.101 -0.098 0.050 0.4710
H 0.575566 1.382740 -1.388638 -0.028 -0.103 0.147 0.2374
H 0.951456 1.517955 0.353555 -0.030 -0.106 -0.082 0.2423
```
Forces are in eV/Å.

## Properties
energy relative to the best compared isomer or geometry (same formula, charge and spin) = 123.77 kJ/mol
multiplicity = 1

***

3.
DFT (the ωB97M-V functional and the def2-TZVPD basis) results for one molecule with the formula C4H6O2.

Geometry as XYZ:
```
12
Properties=species:S:1:pos:R:3:forces:R:3:nbo_charge:R:1
O 0.263154 2.288539 -0.988909 0.117 -0.475 -0.082 -0.5084
C 0.410319 1.091751 -1.011025 0.033 0.284 0.007 0.4330
C 1.030422 0.279459 0.099425 -0.018 0.118 0.024 -0.5147
C 0.030511 -0.784793 0.611240 0.003 -0.146 0.004 -0.5188
C -1.436964 -0.540840 0.289915 -0.103 -0.280 0.075 0.4284
O -2.240757 -1.437991 0.224743 0.299 0.408 0.002 -0.5066
H 0.048741 0.485502 -1.873232 0.031 0.152 0.014 0.1082
H 1.914301 -0.230908 -0.307890 -0.177 0.108 0.056 0.2380
H 1.373957 0.962615 0.882607 -0.161 -0.121 -0.111 0.2313
H 0.270719 -1.782252 0.233303 -0.050 0.105 0.074 0.2385
H 0.090367 -0.845438 1.705188 -0.003 -0.005 -0.135 0.2516
H -1.754768 0.514356 0.134641 0.029 -0.148 0.073 0.1195
```
Forces are in eV/Å.

## Properties
energy relative to the best compared isomer or geometry (same formula, charge and spin) = 120.32 kJ/mol
multiplicity = 1

***

4.
DFT (the ωB97M-V functional and the def2-TZVPD basis) results for C4H6O2 as an isolated structure.

Geometry as XYZ:
```
12
Properties=species:S:1:pos:R:3:forces:R:3:nbo_charge:R:1
O -1.857040 0.765478 1.555338 0.003 -0.176 0.105 -0.6299
C -0.824486 0.174475 0.967252 0.106 -0.047 -0.074 0.4218
C 0.034136 0.767415 -0.122073 -0.009 0.150 -0.079 -0.5469
C 0.744169 -0.613868 0.006594 0.334 -0.229 -0.172 0.5804
O 1.684973 -1.108806 -0.562448 -0.404 0.203 0.288 -0.5456
C -0.192509 -1.020160 1.065513 -0.036 -0.011 0.044 -0.4440
H -2.234339 0.171935 2.220914 0.006 0.116 -0.073 0.4926
H 1.319945 0.271635 -3.309019 0.012 -0.027 0.010 -0.0322
H 0.638702 1.633621 0.164454 -0.071 -0.122 -0.029 0.2254
H -0.464255 0.955756 -1.077869 0.065 -0.049 0.133 0.2280
H 1.519530 -0.137983 -2.718665 -0.005 0.062 -0.085 0.0254
H -0.318383 -1.911961 1.667863 -0.001 0.129 -0.069 0.2249
```
Forces are in eV/Å.

## Properties
energy relative to the best compared isomer or geometry (same formula, charge and spin) = 242.84 kJ/mol
multiplicity = 1

***

5.
DFT (the ωB97M-V functional and the def2-TZVPD basis) results for one molecule with the formula C4H6O2.

Geometry as XYZ:
```
12
Properties=species:S:1:pos:R:3:forces:R:3:nbo_charge:R:1
C -1.285184 -0.254567 -0.023838 -0.147 -0.221 0.036 -0.0946
O -0.834375 1.053154 -0.348674 -0.163 0.115 -0.086 -0.5154
C 0.559921 1.035729 -0.592543 0.118 0.174 0.031 -0.0936
C 1.074289 -0.115202 0.249178 0.346 -0.082 0.077 0.0180
O 0.482807 -0.186361 1.552099 0.138 0.055 0.083 -0.4805
C -0.072623 -0.975876 0.508394 -0.224 -0.094 -0.033 0.0146
H -2.036016 -0.148034 0.765790 -0.023 -0.062 -0.188 0.2012
H -1.727182 -0.767414 -0.890198 0.107 0.077 0.048 0.1714
H 0.750531 0.893652 -1.672241 0.204 -0.218 0.338 0.1738
H 0.969153 2.007847 -0.307105 -0.090 -0.056 0.067 0.1987
H 2.109450 -0.458377 0.273186 -0.281 0.080 -0.522 0.2064
H -0.031715 -2.061912 0.577472 0.013 0.232 0.148 0.2003
```
Forces are in eV/Å.

## Properties
energy relative to the best compared isomer or geometry (same formula, charge and spin) = 196.73 kJ/mol
multiplicity = 1

***

6.
DFT (the ωB97M-V functional and the def2-TZVPD basis) results for a 2-piece molecular cluster, C4H6O2 overall.

Geometry as XYZ:
```
12
Properties=species:S:1:pos:R:3:forces:R:3:nbo_charge:R:1
O -0.567539 1.201514 -2.161141 0.197 -0.139 0.487 -0.4975
C -0.079250 0.919565 -1.096134 -0.191 0.021 -0.292 0.4461
C 0.043095 -0.490084 -0.574593 0.017 -0.023 -0.155 -0.5321
C 1.115563 -0.742752 0.483276 0.281 0.037 -0.016 -0.0657
O 0.070913 -1.126778 1.408819 -0.202 -0.123 -0.012 -0.4684
C -0.933818 -0.970782 0.559411 0.228 -0.075 -0.089 0.3407
H 0.337608 1.706972 -0.429340 -0.091 -0.091 -0.080 0.1108
H 0.002503 -1.180840 -1.420149 0.038 0.028 0.095 0.2618
H 1.793501 -1.580778 0.314859 -0.036 0.131 -0.015 0.2038
H 1.661324 0.131896 0.851737 -0.080 -0.135 -0.038 0.1947
H -1.561188 1.404887 1.020342 -0.091 0.161 0.064 -0.0213
H -1.882713 0.727180 1.042912 -0.071 0.207 0.052 0.0271
```
Forces are in eV/Å.

## Properties
energy relative to the best compared isomer or geometry (same formula, charge and spin) = 511.89 kJ/mol
multiplicity = 1

***

7.
DFT (the ωB97M-V functional and the def2-TZVPD basis) results for one molecule with the formula C4H6O2.

Geometry as XYZ:
```
12
Properties=species:S:1:pos:R:3:forces:R:3:nbo_charge:R:1
O -1.585549 0.212729 2.052615 0.453 0.129 -0.267 -0.5031
C -0.613052 0.313004 1.351940 -0.385 0.076 0.216 0.4554
C -0.612478 0.816042 -0.075204 -0.097 0.032 0.017 -0.5145
C 0.546650 0.173438 -0.842553 0.021 -0.033 -0.056 -0.5209
C 0.667602 -1.288417 -0.464272 -0.236 -0.184 0.070 0.4306
O -0.296099 -1.965838 -0.192095 0.558 0.226 -0.182 -0.5123
H 0.399906 0.030006 1.719446 -0.113 0.046 0.205 0.0908
H -1.590422 0.601217 -0.513227 0.167 0.029 0.032 0.2442
H -0.479786 1.904136 -0.045597 -0.084 -0.101 -0.021 0.2391
H 0.364931 0.219151 -1.924005 0.059 -0.003 0.119 0.2528
H 1.501893 0.685316 -0.667536 -0.185 -0.128 0.046 0.2194
H 1.696405 -1.700783 -0.399512 -0.158 -0.088 -0.179 0.1185
```
Forces are in eV/Å.

## Properties
energy relative to the best compared isomer or geometry (same formula, charge and spin) = 114.74 kJ/mol
multiplicity = 1

***

8.
DFT (the ωB97M-V functional and the def2-TZVPD basis) results for one molecule with the formula C4H6O2.

Geometry as XYZ:
```
12
Properties=species:S:1:pos:R:3:forces:R:3:nbo_charge:R:1
O 1.924082 -0.481368 1.293349 -0.071 -0.053 0.226 -0.7099
C 1.508840 0.292519 0.176972 -0.103 0.238 -0.275 -0.0834
C 0.504218 -0.495940 -0.610426 -0.142 -0.132 0.134 -0.3404
C -0.792792 -0.280809 -0.482336 0.140 0.098 0.000 0.2931
C -1.971120 0.477793 -0.165478 -0.036 0.260 0.084 -0.1404
O -1.976080 -0.817740 -0.847703 0.045 -0.062 -0.245 -0.4526
H 1.110401 -0.867684 1.646510 0.304 0.007 0.070 0.4640
H 1.080918 1.250763 0.508375 0.007 -0.143 -0.097 0.1621
H 2.409875 0.518030 -0.405223 -0.178 -0.121 0.109 0.1868
H 0.847621 -1.393697 -1.116643 -0.080 0.071 0.029 0.2258
H -2.214479 1.312068 -0.819001 -0.088 -0.067 0.121 0.1962
H -2.431482 0.486070 0.821604 0.202 -0.096 -0.157 0.1985
```
Forces are in eV/Å.

## Properties
energy relative to the best compared isomer or geometry (same formula, charge and spin) = 269.79 kJ/mol
multiplicity = 1

***

Number 1: orbital gap 0.3483 hartree. Number 2: orbital gap 0.3818 hartree. Number 3: orbital gap 0.3929 hartree. Number 4: orbital gap 0.3656 hartree. Number 5: orbital gap 0.4038 hartree. Number 6: orbital gap 0.3549 hartree. Number 7: orbital gap 0.3931 hartree. Number 8: orbital gap 0.3765 hartree.